# 1
C45H72Br2N4ORbSi2 as an isolated structure. Source: the OMol25 dataset; level of theory: wB97M-V/def2-TZVPD.

XYZ file:
```
127
C45H72Br2N4ORbSi2 | the OMol25 dataset | wB97M-V/def2-TZVPD
Rb -0.223 0.219 0.292
C -2.841 1.425 -3.736
C -2.084 1.489 -4.894
C -0.848 0.864 -4.926
C -0.403 0.180 -3.800
N -1.116 0.140 -2.674
C -2.300 0.749 -2.654
C 0.902 -0.551 -3.797
C 1.455 -1.004 -4.990
C 2.676 -1.650 -4.950
C 3.285 -1.860 -3.727
C 2.638 -1.426 -2.574
N 1.484 -0.763 -2.617
C 3.199 -1.723 -1.217
C 4.146 -2.726 -1.031
C 4.600 -3.010 0.246
C 4.102 -2.287 1.314
C 3.169 -1.302 1.045
N 2.721 -1.026 -0.183
H -3.812 1.897 -3.663
H -2.447 2.024 -5.763
H -0.235 0.927 -5.815
H -2.844 0.688 -1.716
H 0.937 -0.869 -5.930
H 3.145 -1.997 -5.862
H 4.248 -2.347 -3.685
H 4.513 -3.303 -1.867
H 5.331 -3.793 0.400
H 4.422 -2.479 2.330
H 2.765 -0.696 1.849
O 2.089 1.622 0.746
C 2.561 2.751 0.040
C 1.471 3.504 -0.705
C 1.787 4.693 -1.356
C 0.791 5.382 -2.020
C -0.499 4.868 -2.014
C -0.721 3.681 -1.345
N 0.239 3.001 -0.703
H 2.135 0.847 0.162
H 3.348 2.469 -0.665
H 3.013 3.425 0.768
H 2.804 5.069 -1.335
H 1.016 6.309 -2.531
H -1.313 5.376 -2.514
H -1.715 3.244 -1.319
C -1.741 -0.267 6.403
C -1.530 -1.756 6.086
C -1.660 -2.562 7.391
C -2.675 -2.162 5.141
Si 0.196 -2.045 5.305
Br -0.053 -1.264 3.150
C 1.591 -0.948 6.030
C 2.969 -1.394 5.516
C 1.441 0.531 5.635
C 1.592 -1.051 7.568
C 0.664 -3.889 5.071
C 1.690 -4.104 3.946
C 1.246 -4.452 6.382
C -0.579 -4.713 4.699
H -2.760 -0.132 6.785
H -1.637 0.357 5.511
H -1.059 0.103 7.168
H -2.621 -2.327 7.862
H -0.875 -2.327 8.114
H -1.643 -3.639 7.211
H -3.628 -1.932 5.635
H -2.681 -3.225 4.905
H -2.645 -1.605 4.202
H 3.017 -1.376 4.423
H 3.243 -2.391 5.862
H 3.727 -0.698 5.893
H 1.513 0.672 4.555
H 2.257 1.098 6.099
H 0.505 0.974 5.971
H 1.686 -2.081 7.920
H 0.691 -0.624 8.011
H 2.446 -0.490 7.964
H 2.644 -3.619 4.141
H 1.318 -3.754 2.981
H 1.882 -5.180 3.855
H 2.182 -3.966 6.665
H 1.460 -5.518 6.250
H 0.552 -4.359 7.220
H -1.072 -4.328 3.802
H -1.309 -4.752 5.509
H -0.270 -5.743 4.492
C -4.892 1.231 4.423
C -5.259 2.113 3.218
C -6.539 2.902 3.556
C -4.103 3.112 3.042
Si -5.558 1.035 1.663
Br -3.416 0.433 1.033
C -6.434 -0.632 2.014
C -6.827 -1.330 0.703
C -5.537 -1.612 2.789
C -7.714 -0.384 2.835
C -6.252 1.993 0.154
C -5.992 1.273 -1.181
C -7.772 2.185 0.307
C -5.592 3.376 0.056
H -4.659 1.880 5.274
H -4.010 0.615 4.225
H -5.711 0.578 4.729
H -6.391 3.440 4.499
H -7.411 2.256 3.680
H -6.775 3.647 2.794
H -3.996 3.682 3.972
H -4.271 3.828 2.239
H -3.155 2.606 2.855
H -5.969 -1.473 0.040
H -7.602 -0.788 0.161
H -7.229 -2.320 0.942
H -4.640 -1.874 2.226
H -6.102 -2.536 2.960
H -5.229 -1.232 3.761
H -8.399 0.313 2.346
H -7.497 0.001 3.833
H -8.246 -1.333 2.960
H -6.580 0.365 -1.292
H -4.942 1.013 -1.313
H -6.277 1.947 -1.998
H -8.308 1.235 0.319
H -8.148 2.758 -0.548
H -8.037 2.735 1.212
H -4.503 3.306 -0.020
H -5.839 4.016 0.904
H -5.960 3.879 -0.846
```

Its total charge is +1. The total energy is -7803.316901 a.u.

=====

# 2
C45H76AsNO3P2SSiSn as an isolated structure at a distorted geometry. Source: the OMol25 dataset; level of theory: wB97M-V/def2-TZVPD.

XYZ file:
```
131
C45H76AsNO3P2SSiSn | the OMol25 dataset | wB97M-V/def2-TZVPD
Sn 0.335 0.484 0.281
C 1.964 1.996 5.140
C 1.065 1.945 3.908
C 1.472 3.053 2.942
P 1.121 0.383 2.874
C 0.306 -1.009 3.833
C 0.785 -2.320 3.217
C 0.414 -1.015 5.351
C 2.887 0.079 2.720
C 3.668 -0.250 3.822
C 5.045 -0.233 3.755
C 5.642 0.227 2.589
C 4.883 0.539 1.485
C 3.481 0.384 1.473
N 2.709 0.598 0.370
C 3.305 0.595 -0.864
C 4.375 -0.250 -1.200
C 5.054 -0.117 -2.391
C 4.690 0.863 -3.305
C 3.570 1.627 -3.047
C 2.844 1.463 -1.874
P 1.271 2.287 -1.583
C 1.725 4.094 -1.558
C 2.738 4.312 -0.445
C 0.460 4.911 -1.312
C 0.270 2.064 -3.160
C 0.169 0.564 -3.405
C 0.676 2.789 -4.440
H 1.813 2.949 5.648
H 3.007 1.937 4.838
H 1.763 1.203 5.854
H 0.014 2.074 4.194
H 2.456 2.827 2.536
H 1.514 4.012 3.453
H 0.752 3.118 2.128
H -0.754 -0.872 3.571
H 1.818 -2.521 3.499
H 0.739 -2.256 2.125
H 0.167 -3.154 3.549
H 1.436 -1.178 5.677
H -0.192 -1.826 5.755
H 0.046 -0.083 5.772
H 3.189 -0.514 4.753
H 5.645 -0.528 4.602
H 6.717 0.343 2.539
H 5.375 0.916 0.600
H 4.675 -1.009 -0.489
H 5.894 -0.765 -2.608
H 5.263 1.008 -4.211
H 3.271 2.384 -3.755
H 2.183 4.350 -2.521
H 2.271 4.124 0.516
H 3.107 5.335 -0.463
H 3.585 3.639 -0.549
H -0.056 4.518 -0.435
H -0.216 4.865 -2.165
H 0.716 5.955 -1.132
H -0.720 2.433 -2.860
H 1.157 0.133 -3.574
H -0.460 0.353 -4.268
H -0.274 0.086 -2.531
H 1.530 2.309 -4.907
H 0.908 3.836 -4.264
H -0.152 2.745 -5.149
C -2.464 -2.425 -0.206
C -3.033 -1.231 -0.971
C -4.546 -1.154 -0.787
C -2.720 -1.351 -2.464
O -2.376 -0.058 -0.492
Si -2.951 0.969 0.642
S -1.339 2.261 1.010
O -4.261 1.784 0.158
C -4.448 2.921 -0.675
C -4.427 4.169 0.208
C -5.823 2.759 -1.334
C -3.360 3.008 -1.741
O -3.348 0.009 1.878
C -4.098 0.245 3.060
C -3.353 1.246 3.945
C -5.492 0.764 2.708
C -4.219 -1.112 3.765
H -2.868 -3.354 -0.601
H -2.721 -2.334 0.844
H -1.375 -2.428 -0.294
H -5.022 -1.981 -1.307
H -4.919 -0.218 -1.188
H -4.800 -1.196 0.266
H -3.312 -2.146 -2.907
H -1.666 -1.570 -2.612
H -2.957 -0.419 -2.969
H -5.216 4.115 0.956
H -4.576 5.062 -0.393
H -3.466 4.227 0.713
H -6.561 2.479 -0.588
H -5.790 1.985 -2.097
H -6.127 3.693 -1.798
H -2.407 3.203 -1.260
H -3.590 3.805 -2.443
H -3.291 2.063 -2.275
H -3.244 2.187 3.413
H -2.356 0.870 4.170
H -3.896 1.410 4.872
H -5.400 1.716 2.198
H -6.095 0.885 3.603
H -5.990 0.065 2.041
H -3.235 -1.480 4.046
H -4.681 -1.839 3.101
H -4.833 -1.019 4.656
C 3.308 -3.146 -2.340
As 1.644 -2.798 -1.364
C 1.795 -4.345 -0.148
C 0.359 -3.591 -2.694
C 0.801 -4.884 -3.253
C 0.460 -6.076 -2.620
C 0.892 -7.290 -3.118
C 1.687 -7.333 -4.252
C 2.027 -6.154 -4.895
C 1.585 -4.941 -4.402
H 3.332 -4.164 -2.731
H 4.154 -3.009 -1.669
H 3.417 -2.442 -3.164
H 2.067 -5.242 -0.705
H 0.862 -4.527 0.385
H 2.571 -4.146 0.593
H 0.237 -2.855 -3.493
H -0.597 -3.709 -2.180
H -0.168 -6.041 -1.742
H 0.605 -8.209 -2.626
H 2.036 -8.282 -4.631
H 2.634 -6.187 -5.789
H 1.833 -4.022 -4.915
```

The total energy is -5861.472907 a.u.

=====

# 3
C45H76BCsNO5P3SiTe as an isolated structure at a distorted geometry. Source: the OMol25 dataset; level of theory: wB97M-V/def2-TZVPD.

XYZ file:
```
134
C45H76BCsNO5P3SiTe | the OMol25 dataset | wB97M-V/def2-TZVPD
Cs -11.335 -20.992 -0.705
C -3.264 -18.587 3.760
C -4.224 -18.397 4.982
C -3.990 -19.602 6.065
P -6.116 -18.594 4.439
C -7.723 -15.762 2.864
C -7.491 -15.437 4.332
C -6.410 -16.017 2.179
C -6.570 -19.500 3.018
C -5.482 -20.030 2.197
C -5.830 -20.693 0.985
C -7.115 -21.000 0.658
C -8.192 -20.601 1.512
C -7.944 -19.776 2.606
Si -8.926 -20.290 3.955
C -8.737 -22.288 3.947
C -7.776 -22.277 5.031
C -6.814 -23.288 5.184
C -6.753 -24.399 4.375
C -7.754 -24.460 3.440
C -8.774 -23.505 3.203
P -10.186 -23.812 2.154
C -9.800 -25.306 1.149
C -9.692 -26.702 1.830
C -8.545 -24.996 0.234
C -11.478 -24.459 3.243
C -10.914 -24.830 4.723
C -12.601 -23.411 3.444
C -10.599 -19.600 3.953
C -11.475 -20.049 2.818
C -12.712 -19.662 2.617
C -13.216 -18.340 3.287
C -12.276 -17.848 4.205
C -10.962 -18.332 4.589
P -10.347 -17.238 6.003
C -8.686 -17.903 6.712
C -8.512 -19.373 7.422
C -8.148 -16.918 7.699
C -11.557 -17.197 7.333
C -12.524 -15.872 7.334
C -12.455 -18.480 7.478
H -3.674 -18.677 2.762
H -2.915 -20.005 3.859
H -1.975 -18.286 3.485
H -3.964 -17.343 5.110
H -3.640 -20.553 5.518
H -4.681 -19.672 6.981
H -3.299 -19.080 6.833
H -8.521 -15.931 2.443
H -7.311 -16.452 4.917
H -8.651 -14.801 4.582
H -6.596 -14.769 4.385
H -2.291 -16.852 2.050
H -6.474 -16.658 0.867
H -2.415 -17.461 2.301
H -4.522 -19.699 2.379
H -5.086 -21.098 0.397
H -7.446 -21.799 0.118
H -9.318 -20.902 1.220
H -7.890 -21.509 5.784
H -6.198 -23.092 5.882
H -5.996 -25.104 4.409
H -7.780 -25.212 2.664
H -10.614 -25.340 0.514
H -10.131 -26.637 2.831
H -8.660 -27.128 1.938
H -10.264 -27.440 1.289
H -7.735 -24.867 1.077
H -8.847 -24.109 -0.174
H -8.374 -25.963 -0.624
H -11.913 -25.399 2.906
H -11.318 -25.912 5.128
H -11.209 -23.863 5.351
H -9.762 -24.885 4.667
H -12.096 -22.479 3.889
H -13.311 -23.556 4.366
H -13.440 -23.628 2.584
H -11.296 -20.860 2.095
H -13.719 -19.798 2.118
H -13.839 -17.470 2.953
H -12.479 -16.965 4.649
H -8.068 -18.002 5.910
H -8.295 -19.427 8.620
H -7.514 -19.624 7.059
H -9.227 -20.018 7.181
H -8.343 -17.094 8.819
H -8.156 -15.905 7.461
H -7.065 -17.075 7.851
H -10.902 -17.093 8.334
H -13.217 -16.384 6.448
H -12.082 -14.514 6.793
H -13.102 -16.234 8.403
H -12.117 -19.102 8.247
H -12.202 -19.161 6.706
H -13.551 -18.322 7.395
O -13.836 -26.099 -4.761
H -13.069 -25.941 -5.316
H -14.487 -26.567 -5.311
O -8.632 -17.942 -7.072
H -8.233 -18.298 -6.172
H -8.526 -18.661 -7.727
O -16.833 -17.293 -15.291
H -16.047 -16.748 -15.465
H -16.347 -17.877 -14.670
O -14.608 -12.898 1.583
H -13.939 -13.410 1.119
H -14.471 -13.114 2.496
O -16.727 -25.217 -6.217
H -6.152 -22.837 -2.530
H -17.544 -24.981 -6.750
H -6.265 -22.212 -2.291
C -16.137 -17.169 -5.654
Te -14.581 -18.670 -5.377
C -16.219 -19.941 -5.979
C -17.024 -19.084 -6.931
C -17.719 -19.643 -7.982
C -18.508 -18.866 -8.862
C -18.695 -17.501 -8.575
C -17.900 -16.907 -7.552
C -17.076 -17.714 -6.764
H -15.772 -16.186 -5.933
H -16.649 -17.195 -4.675
H -16.837 -20.096 -5.124
H -15.951 -20.901 -6.461
H -17.578 -20.687 -8.175
H -19.097 -19.338 -9.629
H -19.400 -16.939 -9.208
H -17.890 -15.825 -7.477
B -12.736 -21.579 -8.965
C -12.982 -23.099 -8.755
N -13.099 -24.185 -8.370
H -13.810 -21.080 -9.363
H -11.803 -21.301 -9.721
H -12.583 -20.973 -7.873
```

Its total charge is -2. The total energy is -3816.497249 a.u.